(1)
One molecule with the formula C26H27N3O5 at a distorted geometry, computed with ωB97M-V/def2-TZVPD.

The value obtained for the energy relative to the best compared isomer or geometry (same formula, charge and spin) is 48.56 kcal/mol. Its HOMO energy is -8.1 eV. As for the spin multiplicity: 1. Its orbital gap is 0.307 Ha. The maximum force comes out at 1.3 eV/Å. As for the charge: 0. The SMILES is CN(C)CCN(Cc1ccco1)C(=O)c1oc2ccccc2c1NC(=O)COc1ccccc1. The value obtained for the total energy is -42107.5637 eV.

Geometry (Å):
O 1.46101 -0.03245 1.36633
O -3.76032 -2.60491 0.08036
O -2.44601 -2.67415 3.40427
O 2.15907 -0.12453 -4.39553
O -1.00680 -1.09429 -1.01355
N 0.78172 0.18465 -1.47619
N -1.50972 -2.01191 1.41769
N 3.10923 2.74938 -0.08955
C -4.59626 0.92709 0.71927
C 0.31458 -1.13393 2.99763
C 0.88165 -1.91794 -4.07204
C -4.08003 -1.28021 -0.06276
C 2.34479 0.08677 3.63588
C -4.70258 1.37756 -0.58273
C 2.89269 3.79107 0.89261
C 0.37396 -0.63690 0.79493
C 1.06037 -0.60219 -3.76387
C 0.30820 0.30683 -2.85031
C 1.93282 -2.26458 -4.95580
C 2.04698 0.82111 -1.18809
C 2.13095 -0.33062 4.93250
C 0.02100 -0.53013 -0.61764
C 2.67428 -1.13666 -5.11495
C -0.36407 -1.32230 1.74852
C 1.03736 -1.13453 5.26486
C 1.86094 2.23911 -0.62431
C -4.49520 0.49299 -1.63020
C 1.42715 -0.32635 2.68113
C -3.63188 -3.13217 1.37502
C 4.01119 3.19312 -1.13154
C 0.12495 -1.54421 4.31899
C -2.46220 -2.57196 2.19693
C -4.28409 -0.39586 0.98853
C -4.18832 -0.82687 -1.37605
H -4.57293 0.83624 -2.65135
H 3.85474 4.09332 1.30392
H -3.45731 -4.20420 1.23433
H 2.82139 -0.03125 5.70662
H -4.55195 -3.01226 1.96186
H -4.94281 2.41113 -0.78205
H -0.72237 -2.15646 4.57857
H 3.59836 4.02728 -1.72194
H -4.75245 1.60806 1.54323
H 2.10722 -3.21931 -5.40739
H 0.90691 -1.43966 6.29210
H -4.19594 -0.71639 2.01547
H 2.27883 3.39841 1.70174
H 0.43262 1.34341 -3.17301
H -0.74970 0.03528 -2.85257
H 3.18242 0.70596 3.35780
H 2.61198 0.85420 -2.12142
H 4.94440 3.52069 -0.67639
H 1.13941 2.18295 0.19278
H 3.55448 -0.92976 -5.69059
H 2.61618 0.23662 -0.46610
H 1.44089 2.90226 -1.40196
H 4.23129 2.36651 -1.80317
H 0.09716 -2.55037 -3.71171
H -4.01456 -1.52921 -2.17483
H -1.68366 -1.95483 0.40248
H 2.39802 4.68139 0.47326

Forces on atoms 1 to 2 (eV/Å):
0.30 0.23 -0.05
0.13 0.06 -0.20

Results of the Löwdin charge analysis, in e, for atoms 1 through 4: number 1, O, carries 0.069; number 2, O, carries -0.045; number 3, O, carries 0.077; number 4, O, carries 0.034


(2)
An isolated ion of composition C26H27N4 and charge +1 at a distorted geometry, computed with ωB97M-V/def2-TZVPD.

The value obtained for the energy relative to the best compared isomer or geometry (same formula, charge and spin) is 25.32 kcal/mol. Its HOMO energy is -10.2 eV. As for the spin multiplicity: 1. Its orbital gap is 0.288 Ha. The maximum force comes out at 3.9 eV/Å. As for the charge: +1. The SMILES is Cn1cc([C@@H](c2ccccc2)N(Cc2ccccc2)C2=[NH+]CCN2)c2ccccc21. The value obtained for the total energy is -33353.9647 eV.

Geometry (Å):
N 2.82125 -0.85520 -0.11798
N -0.32211 2.68334 2.37521
N -0.46256 0.50350 2.72752
N -0.31105 1.48196 0.45921
C -0.20517 2.59099 3.81302
C 2.90038 -3.34022 0.13019
C -4.03461 -1.55164 0.76401
C -2.93585 -0.67709 0.83918
C -1.05197 2.24771 -3.94877
C 2.14318 -4.50492 0.36297
C 1.06324 2.84300 -2.24468
C 0.21196 2.49818 -4.49340
C -0.65425 0.21157 -0.19480
C -1.91308 -1.87338 -0.99246
C -0.36100 2.79683 -0.21069
C 1.26147 2.80689 -3.62688
C -1.85289 -0.83174 -0.02791
C 0.59085 -0.54117 0.10474
C -0.42615 1.50273 1.80729
C 2.28873 -2.09834 0.21127
C 1.80672 0.07752 -0.19415
C -0.19771 2.60115 -1.70306
C -0.23424 1.10170 4.06978
C -1.27479 2.29475 -2.55978
C -3.02068 -2.71272 -1.09839
C 4.22177 -0.57808 -0.33966
C 0.16164 -3.10590 0.75055
C -4.07491 -2.54757 -0.19924
C 0.90085 -1.94524 0.46347
C 0.79254 -4.35143 0.64895
H -1.36577 3.24018 0.01645
H 3.92401 -3.41093 -0.15608
H -1.04703 3.14153 4.23909
H -2.92017 0.16936 1.53608
H -0.28192 3.52915 1.79779
H -4.93044 -3.19286 -0.28870
H 1.88064 3.06613 -1.55875
H -0.80881 0.54723 -1.17917
H -1.02032 0.86281 4.76968
H 4.78116 -1.51567 -0.29260
H 0.71874 3.09704 4.08523
H 0.55069 3.38016 0.14582
H 0.18511 -5.23278 0.80412
H -0.49577 -0.49663 2.56586
H 2.25418 3.00226 -4.01142
H 2.58871 -5.47321 0.30315
H -0.89310 -3.00578 1.03271
H -3.02683 -3.47513 -1.87281
H -4.85282 -1.41429 1.45598
H -2.27793 2.09795 -2.15866
H 2.04488 1.12003 -0.48176
H 0.71998 0.76879 4.46621
H 4.63042 0.06943 0.43665
H -1.87512 1.99298 -4.61390
H 4.38879 -0.13461 -1.32128
H 0.36406 2.52070 -5.58022
H -1.06693 -1.98100 -1.71497

Forces on atoms 1 to 2 (eV/Å):
-0.37 0.17 0.00
-0.10 0.93 -0.11

Results of the Löwdin charge analysis, in e, for atoms 1 through 4: number 1, N, carries -0.097; number 2, N, carries 0.095; number 3, N, carries 0.154; number 4, N, carries 0.006


(3)
C26H27N6O4S2Ta as an isolated structure, computed with ωB97M-V/def2-TZVPD.

The value obtained for the energy relative to the best compared isomer or geometry (same formula, charge and spin) is 9.69 kcal/mol. Its HOMO energy is -13.6 eV. As for the spin multiplicity: 1. Its orbital gap is 0.253 Ha. The maximum force comes out at 0.6 eV/Å. As for the charge: +2. The value obtained for the total energy is -67742.6294 eV.

Geometry (Å):
Ta -0.05778 -0.26534 0.33180
S -1.04404 -0.90665 2.46016
S -3.69573 -0.61058 3.60366
O -0.02991 -2.17331 -0.12625
O 1.35982 3.21243 2.84866
O -0.62004 1.68032 -0.29608
O 1.04144 0.90727 1.45363
N -0.80591 3.90438 -0.02668
N 2.15547 -2.17379 -0.71195
N -2.32820 -0.36713 -0.00630
N 2.01643 -0.92307 -0.08705
N -0.52545 -0.33972 -1.92955
N -3.28229 -0.34058 1.00449
C 4.66010 1.28562 1.19498
C 0.41410 -0.44309 -2.87154
C 3.73004 3.06365 2.52015
C 4.83563 2.42614 1.94262
C -5.36346 -0.37127 2.96685
C -0.18631 5.19427 0.28734
C 2.28074 1.38541 1.62138
C 0.85007 -4.15708 -1.16237
C 1.73729 -6.15329 -2.14822
C 1.93236 -4.86578 -1.68536
C -2.26397 3.83607 -0.16167
C -2.21237 -0.45182 -3.62229
C -1.22959 -0.54376 -4.60250
C -0.41544 -4.74062 -1.10266
C 3.36655 0.76525 1.00902
C 0.47605 -6.73515 -2.09045
C -1.82202 -0.35872 -2.30262
C 2.45360 2.55484 2.36941
C -0.60069 -6.03254 -1.56788
C -0.09442 2.82322 -0.08241
C 3.16956 -0.40961 0.23187
C 1.03062 -2.79348 -0.66343
C -2.75703 -0.57111 2.16231
C 0.09884 -0.54650 -4.21918
C 0.77227 2.60851 4.02228
C -2.78680 -0.34414 -1.19825
H 3.85220 3.97263 3.09570
H 0.33501 -7.74560 -2.45071
H -0.49980 5.51642 1.27896
H -0.49487 5.92935 -0.45226
H -5.44623 0.59684 2.48079
H 2.91175 -4.40893 -1.71876
H 0.97848 2.94015 0.05176
H -2.64817 4.84881 -0.22809
H -3.85669 -0.33430 -1.37714
H -1.24256 -4.18635 -0.68098
H -6.00708 -0.40477 3.84322
H 1.44408 -0.44670 -2.54221
H 5.50315 0.78477 0.73654
H 0.89574 5.09338 0.27511
H 0.20850 3.38768 4.52630
H 5.82496 2.83729 2.08420
H 0.89464 -0.62923 -4.94555
H 4.04041 -0.96868 -0.10024
H 2.57195 -6.71082 -2.55085
H -5.62717 -1.16864 2.27806
H 1.55499 2.24582 4.68857
H -3.26385 -0.46959 -3.87410
H 0.11603 1.78546 3.73707
H -2.52600 3.28443 -1.06164
H -1.57805 -6.49226 -1.51714
H -2.69860 3.33634 0.70364
H -1.50236 -0.62277 -5.64613

Forces on atoms 1 to 2 (eV/Å):
0.18 0.26 0.18
-0.26 0.40 -0.16

Results of the Löwdin charge analysis, in e, for atoms 1 through 4: number 1, Ta, carries 1.737; number 2, S, carries 0.667; number 3, S, carries 0.922; number 4, O, carries -0.265